# 1
A molecular structure, C35H37AsClN6O6S6Y in a non-equilibrium geometry, computed with the ωB97M-V functional and the def2-TZVPD basis.

- 2S+1 = 1
- charge = -2
- gap between HOMO and LUMO (eV) = 5.04
- LUMO energy (eV) = 3.7
- E_HOMO (eV) = -1.4
- energy above the lowest of the compared OMol25 structures with the same formula, charge and spin (kcal per mole) = 60.5

Structure (XYZ):
```
93
Properties=species:S:1:pos:R:3:forces:R:3:mulliken_charge:R:1
Y 0.264 -0.342 0.365 0.33 -0.26 -0.38 -0.69
O 4.022 -1.501 -1.816 -0.01 -0.17 -0.07 -0.80
C 2.858 -1.235 -1.498 0.08 0.18 0.15 -0.06
N 2.403 -0.407 -0.566 -0.12 -0.05 0.06 0.66
C 3.235 0.518 0.063 0.05 0.36 -0.16 -0.07
C 4.573 0.332 0.387 0.09 -0.12 0.01 -0.65
C 5.304 1.368 0.948 0.13 -0.01 0.03 -0.64
C 4.709 2.594 1.191 0.13 0.13 0.06 -0.89
C 3.376 2.798 0.870 -0.03 0.04 0.03 -0.23
C 2.622 1.770 0.324 0.52 -0.23 -0.04 -0.25
N 1.261 1.857 -0.003 -0.35 -0.37 -0.01 1.56
C 0.816 2.878 -0.723 0.02 -0.28 0.06 -0.08
O 1.402 3.894 -1.112 -0.09 0.13 -0.06 -0.77
C -0.604 2.625 -1.182 -0.04 0.27 -0.31 0.45
C -0.918 2.842 -2.523 0.09 0.01 0.01 -1.15
C -2.183 2.525 -2.974 -0.08 -0.02 0.13 -0.58
C -3.118 2.073 -2.052 0.02 0.11 -0.01 -0.68
C -2.726 1.923 -0.733 -0.52 0.04 -0.22 -0.56
N -1.494 2.158 -0.303 0.55 -0.10 -0.08 0.31
C 1.745 -1.777 -2.372 0.16 0.09 -0.50 0.26
C 1.979 -2.887 -3.185 -0.06 0.09 0.05 -0.70
C 1.019 -3.261 -4.103 0.11 0.12 0.13 -0.51
C -0.105 -2.460 -4.242 -0.11 0.03 -0.02 -0.85
C -0.238 -1.356 -3.416 -0.26 -0.05 -0.32 -0.38
N 0.637 -1.029 -2.475 0.18 -0.05 0.30 0.21
H 5.032 -0.626 0.191 -0.04 0.03 -0.04 0.49
H 6.353 1.219 1.184 -0.06 -0.03 0.04 0.35
H 5.283 3.403 1.631 0.01 0.00 -0.03 0.35
H 2.919 3.763 1.032 -0.07 0.04 -0.01 0.48
H -0.150 3.220 -3.181 0.06 0.03 0.01 0.52
H -2.442 2.621 -4.022 0.01 0.04 0.00 0.37
H -4.125 1.827 -2.352 -0.08 -0.05 0.03 0.52
H -3.430 1.582 0.012 -0.04 -0.12 0.02 0.49
H 2.900 -3.435 -3.057 0.07 0.02 0.06 0.46
H 1.147 -4.149 -4.711 0.01 0.02 -0.01 0.38
H -0.874 -2.697 -4.965 -0.05 0.05 -0.04 0.37
H -1.091 -0.695 -3.512 -0.02 -0.08 -0.01 0.76
S 2.852 -6.788 3.590 0.22 -0.52 0.28 -0.38
C 2.351 -5.389 2.877 -0.24 0.62 -0.33 0.15
S 1.490 -5.336 1.372 0.35 0.28 0.71 -0.13
C 1.279 -3.596 1.273 0.23 -0.05 0.59 -0.27
C 1.813 -2.868 2.290 -0.09 -0.74 -0.31 0.35
S 1.834 -1.164 2.507 0.08 0.68 0.08 -0.30
S 2.616 -3.810 3.544 -0.28 -0.48 -0.52 -0.17
S 0.382 -3.063 -0.098 -0.03 0.05 -0.31 -0.02
C -2.757 -4.357 -0.541 0.29 0.06 0.36 -0.96
N -3.596 -4.036 -1.674 -0.35 0.15 -0.26 0.38
C -4.157 -5.154 -2.386 -0.18 -0.14 -0.19 -1.25
C -3.678 -2.771 -2.115 0.36 0.04 0.04 -0.72
S -2.718 -1.556 -1.538 -0.34 -0.13 -0.19 0.82
N -4.675 -2.545 -3.094 0.07 0.03 0.05 0.08
C -6.012 -2.522 -2.520 -0.11 -0.10 -0.10 -1.04
C -4.440 -1.387 -3.933 -0.01 -0.01 -0.07 -0.78
H -2.970 -5.374 -0.217 -0.06 -0.10 -0.06 0.41
H -2.968 -3.673 0.282 0.14 -0.12 -0.17 0.19
H -1.696 -4.264 -0.787 -0.13 -0.06 0.04 0.34
H -3.369 -5.886 -2.585 -0.02 -0.02 0.01 0.41
H -4.577 -4.816 -3.331 0.00 -0.07 0.06 0.41
H -4.937 -5.645 -1.793 0.00 -0.03 -0.04 0.33
H -6.146 -3.365 -1.848 -0.05 -0.03 0.01 0.34
H -6.740 -2.589 -3.330 -0.09 -0.01 0.04 0.36
H -6.192 -1.596 -1.957 0.03 0.01 0.03 0.26
H -3.443 -1.464 -4.357 0.04 0.11 -0.08 0.20
H -4.506 -0.446 -3.378 0.00 0.04 0.01 0.20
H -5.179 -1.387 -4.736 -0.04 -0.04 -0.04 0.36
O -3.371 -2.323 1.775 -0.45 -0.51 -0.19 -0.87
Cl -2.450 -1.274 2.051 -1.48 -1.10 1.08 1.60
O -2.879 -0.604 3.233 -0.21 0.65 0.80 -0.71
O -1.137 -1.785 2.228 1.07 -0.15 -0.04 -0.45
O -2.443 -0.343 0.964 0.49 1.07 -1.16 -0.46
C 0.592 2.934 2.776 0.05 0.01 -0.04 -1.52
As -0.594 1.373 2.612 0.15 1.43 1.71 1.51
C -0.286 0.810 4.485 -0.03 0.00 -0.15 -1.44
C -2.306 2.451 2.814 0.36 -0.47 -0.60 -1.23
C -2.570 2.961 4.176 -0.08 0.08 0.22 0.13
C -2.241 4.261 4.563 -0.02 -0.13 -0.09 -0.12
C -2.516 4.707 5.845 0.00 0.12 0.12 -0.72
C -3.118 3.866 6.766 -0.05 0.07 0.11 -0.39
C -3.461 2.576 6.389 -0.07 -0.03 0.08 -0.78
C -3.190 2.129 5.111 0.04 0.03 -0.15 -0.26
H 0.371 3.537 3.662 -0.11 -0.19 -0.01 0.68
H 0.520 3.560 1.887 -0.01 -0.03 -0.01 0.37
H 1.616 2.565 2.845 -0.03 0.04 0.00 0.36
H -0.390 1.655 5.171 -0.04 -0.02 -0.10 0.43
H 0.735 0.422 4.529 -0.14 0.03 -0.06 0.50
H -0.973 0.014 4.766 0.03 0.00 -0.05 0.29
H -3.109 1.783 2.499 0.08 0.09 -0.06 0.53
H -2.195 3.264 2.092 -0.02 -0.14 0.03 0.56
H -1.781 4.935 3.851 0.03 -0.03 -0.08 0.42
H -2.274 5.726 6.122 0.06 0.00 0.02 0.36
H -3.330 4.215 7.769 -0.01 0.03 0.02 0.37
H -3.956 1.920 7.092 0.02 -0.06 0.06 0.39
H -3.446 1.124 4.802 -0.03 -0.05 0.06 0.49
```
Positions in Å, forces in eV/Å.



# 2
A molecular structure, C35H37BF4P2Pb in a non-equilibrium geometry, computed with the ωB97M-V functional and the def2-TZVPD basis.

- 2S+1 = 1
- charge = +2
- gap between HOMO and LUMO (spin up / spin down) (eV) = 5.83 / 5.83
- LUMO energy (spin up / spin down) (eV) = -8.0 / -8.0
- E_HOMO (spin up / spin down) (eV) = -13.9 / -13.9
- energy above the lowest of the compared OMol25 structures with the same formula, charge and spin (kcal per mole) = 44.8

Structure (XYZ):
```
80
Properties=species:S:1:pos:R:3:forces:R:3:mulliken_charge:R:1
Pb 0.226 1.723 1.268 -2.44 0.81 1.22 1.04
C -1.763 1.247 -2.761 -0.42 -0.12 -0.16 -0.22
C -1.743 -0.052 -2.422 -0.59 0.49 -0.32 -0.01
C -1.200 -1.105 -3.352 -0.01 0.22 0.22 -1.52
C 0.167 -0.805 -3.989 0.49 0.26 -0.09 -1.51
C 1.136 0.026 -3.175 0.22 0.16 -0.21 0.07
C 1.104 1.364 -3.150 0.70 0.12 -1.41 -0.70
C 0.204 2.186 -4.037 -0.79 0.33 0.32 -1.30
C -1.286 1.717 -4.100 0.91 0.16 -0.28 -1.24
C 1.585 0.514 2.919 2.33 -2.58 -0.51 -2.21
H -2.202 2.045 -2.150 0.05 -0.75 -0.18 0.53
H -2.331 -0.413 -1.576 0.44 0.27 -0.23 0.95
H -1.916 -1.196 -4.159 -0.23 -0.31 -0.31 0.63
H -1.166 -2.069 -2.856 -0.08 -0.20 0.09 0.09
H 0.665 -1.748 -4.253 -0.24 0.29 -0.10 0.56
H -0.012 -0.220 -4.902 0.35 -0.67 0.08 0.32
H 1.986 -0.536 -2.770 -0.11 0.39 0.03 1.21
H 1.957 1.976 -2.827 -0.94 -0.76 -0.23 0.57
H 0.659 2.170 -5.044 -0.26 0.22 0.29 0.46
H 0.206 3.224 -3.667 0.16 -0.23 -0.27 0.36
H -1.913 2.549 -4.457 0.22 -0.35 0.06 0.55
H -1.314 0.902 -4.828 -0.60 0.45 0.09 0.31
H 1.147 1.289 3.612 0.09 0.07 -1.24 0.86
H 2.697 0.449 3.036 -1.00 -0.03 0.85 0.67
H 1.021 -0.394 3.150 0.54 -0.06 0.37 0.60
P -1.565 -0.822 0.994 -0.46 1.93 0.59 1.27
P 2.231 -0.139 0.886 0.78 1.85 1.45 1.86
C -0.258 -1.297 -0.171 1.24 -0.37 -0.85 -0.26
C 1.073 -0.908 -0.211 -1.91 -0.81 -0.24 -0.78
C -2.615 -2.272 1.254 0.03 -0.60 0.36 -0.05
C -2.959 -3.105 0.177 -0.20 -0.32 0.46 -0.07
C -3.728 -4.257 0.405 0.21 0.21 0.38 -0.77
C -4.123 -4.599 1.708 0.28 0.50 0.06 -0.54
C -3.801 -3.740 2.782 -0.22 -0.54 -0.52 -0.73
C -3.065 -2.580 2.557 0.38 0.21 -0.11 -0.25
C -2.802 0.523 0.446 0.59 0.49 -0.88 0.80
C -2.394 1.859 0.137 -0.13 -0.07 0.35 -0.90
C -3.308 2.903 0.018 0.05 -0.17 -0.14 -0.66
C -4.674 2.640 0.018 0.51 -0.61 0.12 -0.68
C -5.087 1.311 0.166 -0.23 0.28 0.08 -0.82
C -4.188 0.272 0.409 0.76 0.17 0.34 -0.46
C 3.634 -1.196 1.184 -0.68 -0.21 -0.13 0.36
C 3.382 -2.514 1.621 0.31 0.04 0.09 -0.48
C 4.470 -3.336 1.916 0.13 0.13 0.00 -0.75
C 5.784 -2.848 1.753 -0.50 0.34 -0.03 -0.50
C 6.005 -1.539 1.287 -0.19 -0.22 0.09 -0.75
C 4.931 -0.704 0.983 0.03 -0.28 0.39 -0.34
C 2.734 1.582 0.346 0.52 0.26 0.40 0.02
C 2.824 2.626 1.328 0.19 -0.48 -0.24 -0.32
C 2.996 3.947 0.947 0.19 0.23 0.82 -0.76
C 3.155 4.299 -0.385 -0.04 -1.07 -0.53 -0.77
C 3.134 3.279 -1.351 0.29 0.31 0.40 -0.69
C 2.943 1.937 -0.991 0.10 -0.53 0.44 -0.91
H -0.496 -2.117 -0.872 0.21 0.52 0.14 0.67
H 1.649 -1.262 -1.087 -0.23 -0.01 0.69 0.89
H -2.617 -2.876 -0.825 -0.10 -0.02 -0.09 0.29
H -3.990 -4.903 -0.428 0.06 0.12 0.11 0.45
H -4.659 -5.540 1.893 0.22 0.58 -0.11 0.39
H -4.114 -4.019 3.792 0.14 0.26 -0.34 0.46
H -2.793 -1.923 3.387 -0.14 -0.23 -0.21 0.36
H -1.369 2.209 -0.140 -1.28 -0.75 -0.04 0.20
H -2.907 3.907 -0.126 -0.32 -0.21 -0.07 0.47
H -5.369 3.451 -0.124 -0.21 -0.05 0.05 0.46
H -6.149 1.080 0.123 0.22 0.02 0.03 0.45
H -4.556 -0.732 0.601 0.01 0.17 -0.04 0.45
H 2.354 -2.865 1.748 0.38 0.03 0.01 0.38
H 4.302 -4.349 2.300 0.08 0.48 -0.25 0.41
H 6.633 -3.487 2.009 -0.32 0.25 -0.13 0.42
H 7.018 -1.158 1.190 -0.14 -0.13 -0.08 0.43
H 5.070 0.311 0.625 0.18 -0.12 0.07 0.45
H 2.763 2.389 2.391 0.06 0.23 -0.37 0.48
H 3.034 4.710 1.735 0.01 -0.30 -0.38 0.48
H 3.324 5.329 -0.664 -0.07 0.01 -0.09 0.51
H 3.289 3.553 -2.389 -0.01 -0.15 0.03 0.50
H 2.928 1.119 -1.720 0.30 0.60 0.32 1.18
F -0.687 -0.751 3.635 -0.20 0.23 0.72 -0.40
B -1.205 0.206 4.618 -0.74 -0.57 0.94 0.56
F -1.173 1.497 3.967 0.52 -0.23 -0.47 -0.42
F -2.543 -0.163 4.873 1.25 0.42 -0.23 -0.37
F -0.379 0.221 5.763 -0.68 0.05 -1.44 -0.31
```
Positions in Å, forces in eV/Å.